No. 1
This record from OMol25 describes a 2-piece molecular cluster, C7H14 overall in a non-equilibrium geometry. The level of theory is wB97M-V/def2-TZVPD.

E_tot, eV: -7479.68412
Molar mass, Da: 98.19
Largest force on an atom, Eh/bohr: 0.04751

Element x y z (Å)
C: 2.216409 0.973973 0.343377
C: 1.313953 0.146663 1.332357
C: 0.641150 -0.941489 0.552901
C: -0.538882 -0.738981 -0.084029
C: -1.374679 0.433907 -0.206656
C: -1.371450 -1.754192 -0.644419
C: -0.920742 -3.197745 -0.452634
H: 3.190923 0.502171 0.227608
H: 1.688084 0.931332 -0.607770
H: 2.332875 1.983257 0.735050
H: 0.590885 0.871212 1.704316
H: 1.871402 -0.172735 2.210335
H: 1.107261 -1.915226 0.545900
H: -1.582718 6.407164 -1.830170
H: -1.458278 0.902686 -1.184487
H: -1.816527 1.069898 0.549922
H: -2.426506 -1.687754 -0.874934
H: -1.133427 6.665267 -1.304673
H: -1.658187 -3.889549 -0.838322
H: -0.784529 -3.398953 0.619885
H: 0.112984 -3.190906 -0.793556

Force components x, y, z for each atom (eV/Å):
-0.401 -0.799 0.855
0.281 1.108 -0.850
0.070 -0.170 0.655
-0.845 0.672 -1.493
-0.195 0.862 0.829
0.989 -2.119 0.709
-0.406 1.487 1.580
0.043 0.051 -0.094
0.211 0.514 -0.155
0.133 0.103 -0.322
-0.210 -0.226 0.114
0.070 -0.318 -0.109
-0.132 -0.155 0.145
-0.074 -0.043 -0.087
-0.391 -0.547 -0.192
0.454 -0.329 0.563
0.282 0.967 -1.104
0.075 0.042 0.087
0.432 -0.280 -0.446
-0.228 -0.142 0.021
-0.157 -0.678 -0.704

No. 2
This record from OMol25 describes C7H14AlBF2O7PS3 as an isolated structure in a non-equilibrium geometry. The level of theory is wB97M-V/def2-TZVPD.

E_tot, eV: -76281.88551
Molar mass, Da: 413.15
Charge: +3
Largest force on an atom, Eh/bohr: 0.15414

Element x y z (Å)
C: -1.117268 4.010674 0.566604
O: -1.363172 2.866429 1.461214
B: -0.424855 1.876715 1.012194
O: 0.938061 2.176244 1.195446
C: -1.038820 0.542401 0.301986
S: -2.781094 0.168616 0.832197
O: -2.922937 0.215043 2.324451
O: -3.759617 1.138895 0.269349
F: -3.264892 -1.349509 0.190203
C: -1.147201 0.897321 -1.273789
O: -1.489864 -0.294347 -2.014935
S: -0.045664 -1.087082 -2.349092
O: -0.393714 -2.522182 -2.570793
O: 0.619984 -0.450536 -3.499240
C: 0.960889 -0.904167 -0.775867
C: 1.882672 -2.194476 -0.643711
C: 3.333943 -1.917643 -0.065397
F: 4.144864 -1.620592 -1.170334
C: -0.144604 -0.763022 0.405615
P: 0.772285 -0.935057 2.050226
S: -0.393123 -0.710735 3.618674
H: -0.480669 3.701428 -0.327274
H: -2.070750 4.429907 0.142819
H: -0.519627 4.767653 1.162625
H: 1.515435 1.593698 0.666367
H: -1.979617 1.640410 -1.479149
H: -0.207255 1.413885 -1.654681
H: 1.549953 0.057873 -0.893781
H: 1.300072 -2.981827 -0.089041
H: 2.032090 -2.586705 -1.699507
H: 3.381910 -1.123595 0.732006
H: 3.710864 -2.908390 0.337352
H: -0.821668 -1.657253 0.275108
H: 1.924051 -0.080742 2.099966
H: 1.280200 -2.286956 2.090515
Al: -2.980864 -3.122374 -1.228329

Force components x, y, z for each atom (eV/Å):
0.310 0.077 -0.855
1.560 -0.758 -1.798
-0.167 2.188 1.349
-2.215 -1.661 -0.778
0.678 -1.069 -1.895
-5.380 4.990 2.996
1.678 -1.983 -3.422
3.363 -2.887 0.034
1.262 1.460 0.998
-0.874 1.356 -0.084
2.182 -0.139 0.928
0.846 -1.841 -4.978
-0.095 3.107 1.868
-1.473 -0.813 3.648
-0.614 0.392 0.430
-0.172 0.541 -0.503
-0.152 -1.542 -0.951
-0.935 0.341 1.459
0.725 -0.175 -0.542
0.640 -1.040 -2.276
-0.731 0.446 1.724
-0.571 0.389 1.096
0.626 -0.291 0.998
-0.706 -0.424 -0.420
0.124 0.556 0.240
0.832 -0.941 0.490
-0.892 -0.875 0.409
-0.515 -1.180 -0.059
0.684 0.556 -0.489
-0.038 0.248 1.287
0.237 -0.491 -0.880
-0.330 1.237 -0.160
0.807 0.584 0.542
-0.399 -0.270 0.255
-0.175 0.601 0.137
-0.118 -0.691 -0.798

No. 3
This record from OMol25 describes C7H14AlIO3PPdSi as an isolated structure in a non-equilibrium geometry. The level of theory is wB97M-V/def2-TZVPD.

E_tot, eV: -48965.13097
Molar mass, Da: 465.55
Charge: +1
Largest force on an atom, Eh/bohr: 0.03585

Element x y z (Å)
C: -4.373317 3.123308 0.433948
C: -3.451208 2.418009 0.101765
Al: -1.768842 1.724247 -0.288986
P: -1.127889 1.160710 -2.569025
O: -0.016752 2.178400 -3.112179
I: -2.842608 1.430529 -4.115339
O: -0.332034 2.556083 0.211567
C: 0.312128 1.582718 1.043757
C: -0.040529 0.233314 0.402384
Si: 1.027206 -1.346034 0.699171
C: 0.534713 -2.714304 -0.569021
C: 0.707698 -2.105071 2.352369
C: 2.823756 -0.949667 0.373242
O: -1.373908 0.115394 0.437428
H: -5.165879 3.794544 0.667591
H: 0.887120 1.929844 -2.877368
H: 1.341805 1.788178 1.309277
H: -0.278357 1.556995 1.961778
H: 0.081801 0.529216 -0.851920
H: 0.368682 -2.384172 -1.613051
H: -0.367892 -3.201471 -0.220945
H: 1.312014 -3.466519 -0.632938
H: -0.297213 -2.510699 2.374692
H: 0.835756 -1.404799 3.170145
H: 1.421795 -2.910314 2.493397
H: 3.485870 -1.273062 1.165628
H: 3.131919 -1.385376 -0.572286
H: 2.948334 0.123041 0.243668
Pd: 0.215831 -0.593042 -2.018750

Force components x, y, z for each atom (eV/Å):
0.070 0.060 -0.257
-0.396 0.311 -0.164
-1.363 0.462 1.040
0.686 0.403 0.545
-0.132 0.159 -0.474
-0.136 -0.413 -0.488
0.748 -0.250 -0.180
-0.863 0.309 -0.399
0.424 -1.090 1.426
0.323 -0.899 -0.122
0.078 0.737 0.610
-0.023 0.324 -0.096
-0.474 0.581 -0.278
-0.440 0.058 -0.570
-0.125 -0.082 0.142
0.058 0.232 0.140
0.303 0.147 -0.516
0.398 -0.246 0.517
1.381 0.239 -0.012
-0.067 -1.104 -0.226
-0.343 0.010 -0.196
0.276 -0.026 0.001
-0.201 -0.078 0.159
-0.038 0.118 0.192
0.095 -0.217 0.027
0.135 -0.137 0.126
0.191 -0.258 -0.063
0.170 0.227 0.134
-0.734 0.424 -1.018

Please write out number 1 again, unchanged.
This record from OMol25 describes a 2-piece molecular cluster, C7H14 overall in a non-equilibrium geometry. The level of theory is wB97M-V/def2-TZVPD.

E_tot, eV: -7479.68412
Molar mass, Da: 98.19
Largest force on an atom, Eh/bohr: 0.04751

Element x y z (Å)
C: 2.216409 0.973973 0.343377
C: 1.313953 0.146663 1.332357
C: 0.641150 -0.941489 0.552901
C: -0.538882 -0.738981 -0.084029
C: -1.374679 0.433907 -0.206656
C: -1.371450 -1.754192 -0.644419
C: -0.920742 -3.197745 -0.452634
H: 3.190923 0.502171 0.227608
H: 1.688084 0.931332 -0.607770
H: 2.332875 1.983257 0.735050
H: 0.590885 0.871212 1.704316
H: 1.871402 -0.172735 2.210335
H: 1.107261 -1.915226 0.545900
H: -1.582718 6.407164 -1.830170
H: -1.458278 0.902686 -1.184487
H: -1.816527 1.069898 0.549922
H: -2.426506 -1.687754 -0.874934
H: -1.133427 6.665267 -1.304673
H: -1.658187 -3.889549 -0.838322
H: -0.784529 -3.398953 0.619885
H: 0.112984 -3.190906 -0.793556

Force components x, y, z for each atom (eV/Å):
-0.401 -0.799 0.855
0.281 1.108 -0.850
0.070 -0.170 0.655
-0.845 0.672 -1.493
-0.195 0.862 0.829
0.989 -2.119 0.709
-0.406 1.487 1.580
0.043 0.051 -0.094
0.211 0.514 -0.155
0.133 0.103 -0.322
-0.210 -0.226 0.114
0.070 -0.318 -0.109
-0.132 -0.155 0.145
-0.074 -0.043 -0.087
-0.391 -0.547 -0.192
0.454 -0.329 0.563
0.282 0.967 -1.104
0.075 0.042 0.087
0.432 -0.280 -0.446
-0.228 -0.142 0.021
-0.157 -0.678 -0.704

Q: Which of these has the lowest largest force on an atom?
A: C7H14AlIO3PPdSi

Q: Which value of largest force on an atom does entry 3 give?
A: 0.03585 Eh/bohr